--- one ---
This record from OMol25 describes a cluster of 2 separate species, C6H9N3O in total. The level of theory is the ωB97M-V functional and the def2-TZVPD basis.

Properties
Net charge ... 0
LUMO ... -0.1 eV
Frontier orbital gap ... 0.300 Eh

Cartesian coordinates (Å):
1 C -2.73 0.62 1.18
2 C -1.87 -0.44 1.19
3 C -2.39 0.13 -0.84
4 C 1.27 0.01 -0.93
5 C 3.31 0.86 0.11
6 C -0.64 -1.42 -0.73
7 N -3.10 0.94 -0.09
8 N -1.66 -0.74 -0.14
9 N 2.02 0.12 0.12
10 O 1.71 -0.34 1.29
11 H -3.10 1.15 2.12
12 H -1.45 -1.04 2.08
13 H -2.58 0.14 -1.99
14 H 1.17 0.63 -1.89
15 H 3.22 1.72 0.76
16 H 3.59 1.05 -1.01
17 H 4.00 0.29 0.72
18 H -0.61 -1.52 -1.82
19 H -0.17 -2.16 -0.15

=====

--- two ---
This record from OMol25 describes the molecule C6H9N3O. The level of theory is the ωB97M-V functional and the def2-TZVPD basis.

Properties
Net charge ... 0
LUMO (alpha / beta) ... -0.2 / -0.2 eV
Frontier orbital gap (alpha / beta) ... 0.309 / 0.309 Eh

Cartesian coordinates (Å):
1 C -0.16 1.97 0.13
2 C -1.27 1.30 0.56
3 C 0.83 1.15 -0.70
4 C -0.05 -0.42 0.77
5 C -0.99 -1.69 0.63
6 C 1.55 -1.13 -1.06
7 N 0.22 3.13 0.50
8 N -2.49 1.13 0.64
9 N 0.73 -0.15 -0.37
10 O 1.66 1.70 -1.37
11 H 0.41 -0.28 1.78
12 H -2.02 -1.47 0.58
13 H -0.85 -2.36 1.52
14 H -0.95 -2.15 -0.36
15 H 1.71 -0.85 -2.16
16 H 2.50 -1.49 -0.71
17 H 0.95 -2.02 -1.11
18 H 0.93 3.52 -0.09
19 H -2.71 0.12 0.81

=====

--- three ---
This record from OMol25 describes a cluster of 2 separate species, C6H9N3O in total. The level of theory is the ωB97M-V functional and the def2-TZVPD basis.

Properties
Net charge ... 0
LUMO ... 0.1 eV
Frontier orbital gap ... 0.352 Eh

Cartesian coordinates (Å):
1 C -0.81 0.55 1.21
2 C -1.56 -1.05 -0.66
3 C 1.82 -1.11 0.49
4 N -0.51 -0.17 -0.10
5 C 0.93 -0.51 -0.55
6 C -0.83 1.35 0.01
7 N -1.45 2.20 -0.64
8 C 1.44 1.66 0.04
9 O 1.04 -0.65 -1.74
10 N 2.31 2.41 0.24
11 H -1.38 2.10 -1.65
12 H -1.76 0.26 1.64
13 H 0.02 0.62 1.90
14 H -2.53 -0.60 -0.52
15 H -1.36 -1.18 -1.72
16 H -1.52 -2.02 -0.15
17 H 1.69 -0.68 1.48
18 H 2.85 -0.97 0.17
19 H 1.60 -2.19 0.53

=====

Which structure is most stable? two, by 96.6 kJ/mol over the runner-up.

=====

--- one ---
This record from OMol25 describes a cluster of 2 separate species, C7H16O2 in total. The level of theory is the ωB97M-V functional and the def2-TZVPD basis.

Properties
Net charge ... 0
LUMO ... 0.9 eV
Frontier orbital gap ... 0.361 Eh

Cartesian coordinates (Å):
1 C -0.27 -1.55 1.19
2 C -0.91 -0.99 -0.08
3 C -0.98 0.69 -0.11
4 O -1.52 1.28 -1.03
5 C -2.40 -1.36 -0.15
6 O -3.05 -0.81 0.97
7 H -0.73 -1.09 2.06
8 H 0.80 -1.39 1.19
9 H -0.43 -2.63 1.25
10 H -0.42 -1.40 -0.97
11 H -1.04 1.03 0.93
12 H -2.51 -2.45 -0.14
13 H -2.83 -1.01 -1.10
14 H -3.83 -0.31 0.71
15 C 1.81 1.00 -1.73
16 C 1.28 1.32 -0.34
17 C 2.26 1.08 0.80
18 H 2.64 1.66 -2.00
19 H 2.17 -0.03 -1.77
20 H 1.00 1.11 -2.45
21 H 0.96 2.36 -0.32
22 H 0.47 0.39 -0.20
23 H 1.80 1.31 1.76
24 H 2.60 0.05 0.82
25 H 3.14 1.72 0.70

=====

--- two ---
This record from OMol25 describes a cluster of 2 separate species, C7H16O2 in total. The level of theory is the ωB97M-V functional and the def2-TZVPD basis.

Properties
Net charge ... 0
LUMO ... 1.0 eV
Frontier orbital gap ... 0.402 Eh

Cartesian coordinates (Å):
1 C -1.34 1.97 1.29
2 C -1.34 1.04 0.08
3 C -1.57 -0.42 0.45
4 O -1.66 -1.22 -0.71
5 C -0.46 -0.98 1.38
6 O -0.25 -2.35 1.17
7 H -1.25 3.01 0.96
8 H -2.28 1.88 1.84
9 H -0.52 1.75 1.96
10 H -2.14 1.34 -0.61
11 H -0.39 1.13 -0.45
12 H -2.55 -0.55 0.93
13 H -0.87 -1.04 -1.26
14 H 0.48 -0.44 1.18
15 H -0.74 -0.82 2.43
16 H -0.78 -2.60 0.38
17 C 1.20 -0.93 -2.10
18 C 1.94 -0.70 -1.03
19 C 2.51 0.63 -0.67
20 H 0.85 -1.92 -2.34
21 H 0.96 -0.15 -2.80
22 H 2.18 -1.51 -0.35
23 H 3.60 0.57 -0.66
24 H 2.19 0.93 0.33
25 H 2.22 1.39 -1.39

=====

Which structure is most stable? two, by 135.7 kJ/mol over the runner-up.

=====

--- one ---
This record from OMol25 describes the ion C4H11NOS with charge +1. The level of theory is the ωB97M-V functional and the def2-TZVPD basis.

Properties
Net charge ... +1
2S+1 ... 2
LUMO (alpha / beta) ... -3.3 / -8.4 eV
Frontier orbital gap (alpha / beta) ... 0.383 / 0.192 Eh

Cartesian coordinates (Å):
1 C 0.73 0.59 -2.09
2 N -0.21 -0.25 -1.35
3 C -0.21 0.01 0.11
4 C 0.86 -0.92 0.85
5 S 1.35 -0.19 2.49
6 C -1.67 -0.17 0.57
7 O -1.88 0.23 1.92
8 H 0.95 0.26 -3.11
9 H 1.68 0.63 -1.57
10 H 0.25 1.58 -2.10
11 H -1.09 -0.20 -1.87
12 H 0.19 1.01 0.32
13 H 0.38 -1.87 1.04
14 H 1.69 -1.04 0.15
15 H 2.12 0.74 1.85
16 H -2.01 -1.19 0.41
17 H -2.14 0.66 0.02
18 H -1.02 0.14 2.37

=====

--- two ---
This record from OMol25 describes the ion C4H11NOS with charge +1. The level of theory is the ωB97M-V functional and the def2-TZVPD basis.

Properties
Net charge ... +1
2S+1 ... 2
LUMO (alpha / beta) ... -4.3 / -9.0 eV
Frontier orbital gap (alpha / beta) ... 0.331 / 0.153 Eh

Cartesian coordinates (Å):
1 C 1.03 0.23 0.97
2 O 1.11 0.04 2.37
3 C -0.42 0.37 0.56
4 C -0.60 0.23 -0.96
5 C -0.62 -1.23 -1.50
6 S 1.02 -1.94 -1.94
7 N -1.00 1.71 0.86
8 H 1.40 -0.72 0.54
9 H 1.67 0.99 0.53
10 H 1.38 0.87 2.77
11 H -1.11 -0.37 0.98
12 H 0.16 0.81 -1.52
13 H -1.54 0.71 -1.25
14 H -0.98 -1.83 -0.68
15 H -0.99 -1.06 -2.51
16 H 0.80 -3.12 -1.25
17 H -0.57 2.36 0.21
18 H -0.72 1.95 1.80

=====

Which structure is most stable? one, by 18.5 kJ/mol over the runner-up.